Record 1
Below is a single C5H6N4S molecule, with properties calculated with ωB97M-V/def2-TZVPD.

Summary:
* lowest unoccupied orbital energy (spin up / spin down): -0.9 / -1.5 eV
* relative energy (zero: lowest compared OMol25 entry of this formula, charge and spin): 83.15 kcal/mol
* net charge: 0

Each line ends with the Löwdin charge.
Cartesian coordinates (Å):
S 0.71 1.17 -1.07  0.92
N -2.44 -0.24 1.08  0.13
N -0.10 1.31 1.50  0.10
N 1.27 -1.48 -1.11  0.14
N -2.00 -0.62 -2.37  0.16
C -1.77 -0.36 -1.28  -0.26
C -0.34 0.89 0.33  -0.66
C -1.63 0.10 0.07  -0.30
C 1.64 -0.37 -0.68  -0.73
C 2.65 -0.18 0.22  0.06
H 2.94 0.80 0.56  0.06
H -3.29 -0.63 0.94  0.06
H 3.42 -0.84 0.20  0.04
H -2.53 0.46 1.94  0.17
H 0.69 -1.77 -1.90  0.07
H 0.80 1.77 1.56  0.03

---

Record 2
Below is 11 unconnected molecules or ions with the total composition C44H115N9O13S2, with properties calculated with ωB97M-V/def2-TZVPD.

Summary:
* lowest unoccupied orbital energy: 0.0 eV
* net charge: 0
* structure (SMILES): O=S1(=O)CCCC1.O=S1(=O)CCCC1.COC[C@H](C)N.COC[C@H](C)N.COC[C@H](C)N.COC[C@H](C)N.COC[C@H](C)N.COC[C@H](C)N.COC[C@H](C)N.COC[C@H](C)N.COC[C@H](C)N

Each line ends with the Löwdin charge.
Cartesian coordinates (Å):
S 16.66 -14.28 -15.17  0.64
S 15.60 -23.09 -12.16  0.63
O 14.38 -18.21 -16.61  -0.23
O 16.33 -15.31 -14.23  -0.31
O 16.95 -23.25 -12.54  -0.30
O 17.59 -16.09 -22.43  -0.15
O 10.41 -13.25 -13.88  -0.18
O 14.78 -24.32 -12.16  -0.33
O 11.21 -16.01 -11.09  -0.20
O 20.52 -18.38 -13.15  -0.18
O 17.79 -13.46 -14.78  -0.32
O 13.45 -24.59 -17.52  -0.22
O 16.82 -16.42 -8.93  -0.17
O 16.70 -26.15 -15.78  -0.19
O 8.68 -18.20 -17.41  -0.20
N 18.48 -15.90 -6.75  0.04
N 14.05 -17.07 -13.13  0.07
N 16.48 -24.86 -18.28  0.05
N 11.98 -18.50 -18.95  0.04
N 11.67 -21.79 -18.96  0.04
N 14.05 -16.72 -21.34  0.04
N 12.40 -11.19 -13.49  0.04
N 18.91 -17.84 -16.45  0.04
N 10.25 -18.08 -13.08  0.04
C 15.35 -13.21 -15.58  -0.26
C 15.06 -13.36 -17.05  -0.20
C 10.17 -18.22 -11.57  -0.35
C 16.97 -22.68 -17.26  -0.06
C 19.81 -17.71 -14.15  -0.18
C 15.42 -18.84 -17.38  -0.08
C 12.31 -23.89 -17.97  -0.20
C 16.29 -17.07 -10.12  -0.06
C 12.94 -16.14 -15.14  -0.04
C 15.54 -22.41 -10.57  -0.25
C 14.82 -17.90 -15.28  -0.18
C 18.39 -16.13 -21.28  -0.13
C 14.78 -21.79 -12.97  -0.24
C 15.50 -16.96 -21.36  -0.47
C 13.62 -17.33 -14.51  -0.40
C 15.23 -20.95 -10.72  -0.22
C 13.11 -25.84 -17.03  -0.11
C 11.53 -18.83 -11.22  -0.07
C 9.41 -14.14 -14.14  -0.11
C 10.62 -9.70 -12.67  -0.08
C 10.08 -18.42 -17.50  -0.21
C 17.18 -24.21 -17.19  -0.44
C 8.31 -16.92 -16.83  -0.08
C 14.25 -20.87 -11.87  -0.20
C 10.71 -17.83 -18.77  -0.45
C 12.75 -21.75 -16.72  -0.07
C 19.68 -14.20 -8.05  -0.06
C 17.93 -15.59 -9.13  -0.25
C 16.62 -24.71 -15.89  -0.21
C 15.84 -18.39 -21.81  -0.04
C 16.91 -14.92 -16.80  -0.23
C 19.20 -18.63 -15.27  -0.45
C 10.11 -11.95 -13.58  -0.25
C 19.83 -18.85 -12.03  -0.10
C 20.12 -19.76 -15.55  -0.07
C 16.29 -26.62 -14.52  -0.12
C 16.21 -15.88 -22.13  -0.21
C 18.41 -14.97 -7.81  -0.51
C 12.68 -22.39 -18.06  -0.45
C 9.87 -18.05 -20.05  -0.06
C 11.06 -14.80 -10.45  -0.14
C 11.13 -11.13 -12.77  -0.44
C 10.01 -16.79 -10.94  -0.19
C 15.56 -14.75 -17.49  -0.19
H 19.03 -17.08 -13.74  0.12
H 17.04 -17.59 -10.74  0.08
H 20.51 -19.52 -11.56  0.08
H 16.56 -25.85 -18.32  0.06
H 10.25 -19.50 -17.50  0.11
H 21.14 -19.43 -15.70  0.08
H 9.31 -18.80 -11.23  0.13
H 9.50 -19.08 -20.17  0.08
H 11.70 -14.06 -10.92  0.09
H 12.90 -20.66 -16.69  0.07
H 15.69 -15.82 -23.06  0.12
H 11.21 -11.50 -11.72  0.14
H 16.50 -22.57 -10.11  0.11
H 17.71 -14.38 -17.33  0.12
H 7.25 -16.83 -17.13  0.09
H 10.56 -18.13 -16.56  0.12
H 17.23 -15.96 -16.71  0.07
H 19.10 -16.63 -7.07  0.07
H 12.38 -18.21 -19.89  0.08
H 19.45 -16.15 -21.54  0.10
H 11.82 -21.98 -19.95  0.07
H 19.73 -20.24 -16.45  0.07
H 11.46 -14.91 -9.43  0.10
H 11.50 -23.81 -17.23  0.13
H 14.15 -19.86 -12.28  0.10
H 10.98 -17.39 -13.25  0.03
H 10.49 -17.85 -20.98  0.09
H 11.99 -15.94 -14.64  0.06
H 16.09 -20.29 -10.95  0.12
H 13.62 -22.20 -16.20  0.07
H 15.35 -19.24 -21.32  0.08
H 19.73 -17.34 -16.82  0.10
H 18.21 -17.02 -20.67  0.07
H 11.22 -9.13 -11.94  0.08
H 15.80 -16.90 -20.32  0.11
H 17.57 -14.28 -7.59  0.15
H 11.58 -19.86 -11.52  0.05
H 8.61 -13.89 -13.40  0.10
H 19.94 -13.55 -7.21  0.08
H 12.29 -18.31 -11.82  0.05
H 15.82 -16.37 -10.80  0.07
H 18.60 -18.46 -17.21  0.06
H 18.21 -15.35 -20.51  0.09
H 12.85 -18.12 -14.55  0.13
H 14.91 -16.53 -13.23  0.04
H 15.70 -17.25 -15.25  0.10
H 20.51 -17.01 -14.60  0.12
H 9.77 -16.91 -9.88  0.12
H 17.53 -16.34 -6.77  0.09
H 11.79 -20.77 -18.90  0.03
H 11.93 -24.21 -18.95  0.13
H 8.96 -17.42 -20.08  0.08
H 18.72 -16.16 -9.62  0.11
H 14.94 -19.05 -18.31  0.07
H 9.41 -17.58 -13.39  0.05
H 15.86 -22.47 -17.35  0.07
H 8.96 -16.09 -17.18  0.09
H 15.17 -18.84 -14.91  0.10
H 20.26 -20.46 -14.70  0.10
H 14.79 -22.96 -10.01  0.12
H 12.36 -10.44 -14.18  0.07
H 18.28 -24.38 -17.28  0.15
H 14.92 -15.47 -16.98  0.09
H 15.53 -12.49 -17.50  0.12
H 15.64 -19.81 -16.89  0.09
H 14.05 -26.36 -16.87  0.08
H 15.99 -14.92 -21.62  0.13
H 11.90 -21.92 -16.06  0.08
H 10.49 -9.24 -13.65  0.08
H 18.28 -19.10 -14.90  0.13
H 8.33 -16.97 -15.75  0.06
H 19.66 -13.64 -8.96  0.07
H 14.53 -13.55 -14.90  0.10
H 11.68 -18.91 -10.16  0.08
H 15.47 -21.38 -13.70  0.10
H 15.54 -14.90 -18.56  0.10
H 14.01 -22.24 -13.58  0.10
H 12.67 -18.12 -18.31  0.05
H 15.28 -26.36 -14.31  0.07
H 16.41 -27.72 -14.58  0.09
H 17.87 -14.75 -9.80  0.12
H 9.62 -9.65 -12.17  0.09
H 14.77 -20.57 -9.81  0.12
H 15.67 -18.44 -22.92  0.09
H 19.49 -18.16 -11.28  0.06
H 13.52 -15.24 -15.13  0.05
H 17.37 -22.10 -16.40  0.07
H 10.71 -16.73 -18.64  0.12
H 16.91 -26.30 -13.66  0.09
H 9.70 -15.17 -13.86  0.07
H 14.01 -13.18 -17.21  0.11
H 15.51 -24.52 -18.14  0.06
H 12.60 -16.39 -16.15  0.08
H 16.37 -18.27 -17.55  0.08
H 9.11 -16.25 -11.38  0.13
H 13.80 -15.87 -20.82  0.08
H 12.45 -12.10 -13.94  0.06
H 17.51 -22.26 -18.10  0.07
H 20.44 -15.01 -8.23  0.09
H 9.07 -14.13 -15.15  0.08
H 9.16 -11.95 -12.99  0.13
H 12.65 -26.40 -17.84  0.09
H 13.40 -16.48 -12.65  0.05
H 15.59 -17.80 -9.76  0.07
H 15.59 -24.33 -15.81  0.12
H 18.91 -19.36 -12.32  0.09
H 13.32 -21.32 -11.56  0.11
H 16.92 -18.53 -21.71  0.07
H 9.91 -11.34 -14.46  0.13
H 17.20 -24.22 -15.09  0.11
H 12.41 -25.82 -16.21  0.09
H 13.69 -16.63 -22.29  0.08
H 10.02 -14.52 -10.39  0.08
H 13.70 -22.35 -18.49  0.13
H 15.66 -12.24 -15.24  0.11

---

> What is the net charge in the first record?

0